The following is a DFT calculation (wB97M-V/def2-TZVPD) of a molecular structure, C29H61ClFIN4O2P.

Values from the calculation:
Lowest unoccupied orbital energy (spin up / spin down) (eV): 2.03 / 1.21
2S+1: 3
<S²>: 2.009
Charge: -1
Gap between HOMO and LUMO (spin up / spin down) (eV): 6.23 / 5.41

The geometry in XYZ format:
```
100
Properties=species:S:1:pos:R:3:forces:R:3:lowdin_charge:R:1
C 4.2686 -0.5083 -1.4732 -0.58 0.80 -0.66 -0.15
C 2.9384 -0.9886 -2.3645 1.40 -0.79 0.42 -0.24
C 2.2917 -2.4003 -1.7742 1.81 0.44 0.11 -0.45
F 3.2276 -3.4841 -2.2568 -0.82 1.88 1.90 -0.33
P 0.4963 -2.7279 -2.4545 1.31 1.74 2.38 -0.03
Cl -1.3333 -2.9839 -3.5045 -1.66 0.27 -0.44 0.20
I 1.6293 -3.7116 -4.4639 0.35 -0.52 -2.40 0.45
C -0.3344 -1.9665 -0.9112 -1.36 0.78 1.75 -0.36
C -1.4593 -0.8157 -1.2219 -0.20 0.61 1.68 -0.26
C -2.9753 -1.2826 -0.6936 -0.39 0.60 -0.51 -0.21
C -4.0983 -1.3101 -1.8894 -0.81 0.33 0.96 -0.24
C -4.3051 0.1723 -2.5907 0.52 -0.93 0.11 -0.29
N -5.4779 0.0328 -3.5547 0.98 -0.19 -0.30 -0.09
C 0.3999 -4.4545 -1.6222 0.15 -3.29 0.12 -0.38
C -1.0064 -5.2581 -1.8717 -0.85 -3.66 -2.58 -0.41
C -2.3907 -5.0890 -0.9850 0.38 1.47 0.04 -0.11
N -1.0648 -6.2141 -2.8941 0.20 3.63 4.27 0.03
H 5.1650 -0.2853 -2.2232 -1.77 -0.70 1.84 0.07
H 4.5465 -1.3070 -0.6517 -0.43 1.78 -1.72 0.08
H 3.9894 0.5517 -1.0110 0.81 -2.39 -0.58 0.06
H 3.3838 -1.2411 -3.4422 -1.58 0.58 2.26 0.09
H 2.1871 -0.0915 -2.3704 1.24 -1.99 -0.17 0.10
H 2.3436 -2.4569 -0.5969 0.11 0.13 -2.29 0.11
H 0.5785 -1.3919 -3.0580 -0.26 -0.79 -0.10 -0.03
H -0.8634 -2.8499 -0.3255 0.94 1.95 -1.12 0.06
H 0.4400 -1.5035 -0.1298 -1.44 -1.00 -1.79 0.09
H -1.4655 -0.4074 -2.3210 0.03 -1.17 2.04 0.07
H -1.1867 0.1211 -0.5336 -0.52 -1.84 -1.55 0.10
H -2.9717 -2.3227 -0.1574 0.20 1.98 -1.08 0.08
H -3.3626 -0.4973 0.1173 0.80 -1.62 -1.72 0.09
H -3.9259 -2.1759 -2.6759 0.02 2.04 1.45 0.08
H -5.1369 -1.5741 -1.3634 2.05 0.61 -1.11 0.11
H -3.3158 0.4996 -3.1476 -1.89 -0.70 1.16 0.11
H -4.5508 0.9957 -1.7726 0.46 -1.79 -1.60 0.11
H -5.3789 0.7278 -4.3351 -0.11 -1.25 0.94 0.06
H -5.5068 -0.9581 -3.9427 0.31 1.97 0.50 0.07
H 1.2530 -5.1094 -2.1364 -2.07 1.25 1.19 0.04
H 0.6640 -4.4372 -0.4645 -0.75 0.23 -2.31 0.10
H -2.1808 -4.8612 0.1649 -0.37 -0.70 -2.41 0.08
H -3.1131 -6.0003 -1.1166 1.63 1.62 0.28 0.07
H -2.9579 -4.1240 -1.3859 1.23 -2.05 0.75 0.05
H -2.0241 -6.6388 -2.9309 0.90 0.70 0.34 0.01
C -5.5607 0.2785 5.2703 -0.23 0.02 0.16 -0.05
C -5.4058 -0.2462 3.8182 1.08 1.41 1.05 -0.48
C -6.1120 0.7210 2.8317 -0.15 -0.30 -0.21 -0.14
C -7.6321 0.6114 2.8627 -0.01 0.01 0.03 -0.19
C -8.0770 -0.8324 2.6518 0.32 0.09 -0.12 -0.14
C -7.4117 -1.8277 3.6396 -1.65 -0.74 0.77 -0.48
N -5.9209 -1.6534 3.7264 0.97 -0.75 -4.83 -0.03
O -5.3630 -2.2302 2.5697 -1.25 1.19 3.32 -0.02
C -8.0509 -1.6663 5.0461 0.01 0.20 0.17 -0.05
C -7.8250 -3.2805 3.2273 0.72 0.17 -0.36 -0.05
C -3.8621 -0.1474 3.5726 -0.33 -0.62 -0.46 -0.04
H -5.1542 -0.4382 5.9943 -0.11 0.05 -0.19 0.09
H -5.0142 1.2204 5.4081 0.01 -0.25 -0.26 0.08
H -6.5867 0.5056 5.5519 -0.03 -0.13 -0.02 0.05
H -5.7736 0.5193 1.8057 0.07 -0.16 0.21 0.12
H -5.8244 1.7577 3.0459 0.16 -0.24 0.15 0.12
H -8.0234 1.0011 3.8081 0.01 -0.04 0.00 0.10
H -8.0589 1.2423 2.0741 0.05 -0.07 0.11 0.11
H -9.1696 -0.8851 2.7404 0.18 -0.22 0.15 0.12
H -7.8427 -1.1193 1.6177 0.12 -0.10 0.20 0.13
H -7.4700 -2.1965 5.8094 0.00 0.12 -0.16 0.09
H -9.0657 -2.0836 5.0703 0.27 -0.02 -0.25 0.08
H -8.1701 -0.6294 5.3568 0.16 -0.01 0.00 0.05
H -7.5453 -3.5247 2.1967 0.18 0.14 0.26 0.08
H -8.9129 -3.4120 3.2831 0.21 0.35 0.16 0.08
H -7.3700 -4.0238 3.8931 0.01 0.18 -0.11 0.09
H -3.3120 -0.8289 4.2327 -0.17 0.04 -0.15 0.09
H -3.4960 0.8676 3.7711 -0.40 -0.13 0.11 0.08
H -3.5873 -0.3681 2.5354 -0.16 -0.18 0.23 0.06
C 8.1975 4.5311 1.0102 0.01 0.27 -0.06 -0.05
C 8.0868 3.2749 0.1060 0.90 0.28 1.78 -0.48
C 9.3583 3.1473 -0.7741 -0.21 -0.09 -0.31 -0.14
C 9.4004 4.1480 -1.9231 0.00 0.04 0.01 -0.19
C 8.1265 4.0696 -2.7586 0.09 -0.27 0.20 -0.14
C 6.8321 4.2208 -1.9157 -0.78 1.55 -0.97 -0.47
N 6.8219 3.3361 -0.7001 0.55 -4.33 -2.39 -0.02
O 6.5378 2.0279 -1.1358 0.39 3.47 1.40 -0.03
C 6.6581 5.7064 -1.4963 0.15 0.15 0.16 -0.05
C 5.6027 3.9709 -2.8526 0.19 -0.72 0.37 -0.04
C 8.0922 2.0977 1.1391 -0.43 -0.21 -0.67 -0.05
H 7.2692 4.6968 1.5706 0.11 -0.07 -0.19 0.09
H 9.0022 4.4148 1.7475 -0.16 -0.23 -0.21 0.08
H 8.4404 5.4445 0.4714 -0.12 -0.02 -0.07 0.05
H 9.4182 2.1349 -1.1977 -0.22 0.09 0.14 0.12
H 10.2587 3.2710 -0.1598 -0.28 -0.02 0.15 0.12
H 9.5479 5.1630 -1.5397 -0.04 -0.02 0.00 0.10
H 10.2668 3.9350 -2.5602 -0.09 0.05 0.08 0.11
H 8.1630 4.8421 -3.5374 -0.27 -0.04 0.18 0.12
H 8.1180 3.1068 -3.2872 -0.18 0.06 0.18 0.12
H 5.8791 5.8147 -0.7330 0.16 -0.11 -0.08 0.09
H 6.3566 6.3263 -2.3503 0.02 -0.37 0.05 0.08
H 7.5731 6.1677 -1.1281 -0.02 -0.09 0.12 0.05
H 5.6293 2.9872 -3.3339 0.03 0.09 0.33 0.08
H 5.5727 4.7044 -3.6681 0.27 0.03 0.35 0.08
H 4.6604 4.0579 -2.2983 0.21 -0.07 -0.02 0.09
H 7.2008 2.1274 1.7773 0.10 0.00 -0.21 0.09
H 8.9682 2.1553 1.7971 -0.11 0.33 -0.27 0.08
H 8.1435 1.1159 0.6562 -0.23 0.26 -0.04 0.08
```
Forces are in eV/Å.